{
  "formula": "C36H39Cl2N5O5PmS4",
  "method": "ωB97M-V with the def2-TZVPD basis set",
  "homo_energy_ev": [-10.368, -10.378],
  "total_charge": 1,
  "spin_multiplicity": 5,
  "elements": ["Pm", "C", "C", "S", "C", "C", "S", "C", "C", "S", "C", "C", "S", "H", "H", "H", "H", "H", "H", "H", "H", "H", "H", "H", "H", "H", "H", "H", "H", "Cl", "C", "C", "C", "Cl", "C", "O", "C", "C", "O", "C", "H", "H", "H", "N", "C", "N", "C", "C", "O", "C", "C", "H", "H", "H", "H", "H", "H", "H", "H", "O", "C", "N", "C", "O", "C", "C", "C", "C", "N", "C", "H", "H", "H", "H", "H", "H", "H", "H", "N", "C", "C", "C", "C", "C", "C", "C", "C", "C", "H", "H", "H", "H"],
  "positions_angstrom": [[0.035, 0.820, 0.692], [-1.933, -1.928, 3.258], [-0.978, -1.533, 4.367], [0.529, -0.682, 3.743], [0.865, 0.450, 5.156], [1.805, 1.554, 4.719], [1.150, 2.587, 3.363], [-0.045, 3.669, 4.237], [-1.456, 3.117, 4.294], [-2.063, 2.727, 2.606], [-3.631, 1.897, 3.044], [-3.460, 0.482, 3.561], [-2.667, -0.567, 2.277], [-2.753, -2.514, 3.674], [-1.416, -2.516, 2.496], [-0.653, -2.442, 4.874], [-1.455, -0.885, 5.101], [1.325, -0.127, 5.958], [-0.077, 0.865, 5.511], [2.731, 1.140, 4.319], [2.048, 2.215, 5.552], [-0.034, 4.602, 3.677], [0.332, 3.857, 5.239], [-2.132, 3.863, 4.719], [-1.506, 2.206, 4.890], [-4.214, 1.898, 2.123], [-4.133, 2.519, 3.786], [-4.437, 0.060, 3.798], [-2.841, 0.461, 4.455], [6.652, 4.744, 1.027], [5.305, 3.663, 1.008], [5.509, 2.342, 1.446], [4.460, 1.467, 1.458], [4.652, -0.154, 2.012], [3.138, 1.830, 1.034], [2.196, 0.983, 1.079], [2.971, 3.190, 0.594], [1.689, 3.654, 0.190], [0.621, 3.019, 0.200], [4.071, 4.080, 0.590], [6.490, 2.034, 1.770], [1.664, 4.704, -0.152], [3.919, 5.096, 0.263], [0.471, 0.742, -1.767], [0.957, 0.533, -2.797], [1.438, 0.291, -3.964], [1.527, 1.329, -4.980], [1.109, 0.715, -6.321], [1.901, -0.408, -6.615], [1.749, -1.422, -5.650], [2.180, -0.925, -4.264], [2.565, 1.674, -5.050], [0.881, 2.165, -4.709], [1.275, 1.424, -7.134], [0.043, 0.437, -6.290], [2.393, -2.241, -5.976], [0.704, -1.767, -5.618], [3.252, -0.694, -4.279], [1.979, -1.675, -3.498], [-2.548, -2.916, -4.745], [-3.583, -1.976, -4.760], [-3.315, -1.071, -3.666], [-4.045, 0.049, -3.487], [-4.996, 0.326, -4.189], [-3.585, 0.987, -2.401], [-4.121, 2.276, -2.410], [-3.666, 3.202, -1.490], [-2.681, 2.818, -0.596], [-2.195, 1.577, -0.534], [-2.652, 0.681, -1.416], [-2.792, -3.670, -5.290], [-4.569, -2.446, -4.627], [-3.597, -1.403, -5.703], [-2.525, -1.328, -3.096], [-4.878, 2.524, -3.139], [-4.058, 4.205, -1.476], [-2.273, 3.531, 0.109], [-2.251, -0.323, -1.294], [2.463, -9.170, 0.287], [2.107, -8.081, 0.309], [1.675, -6.735, 0.337], [0.864, -6.237, -0.684], [0.451, -4.924, -0.656], [0.836, -4.083, 0.392], [1.652, -4.588, 1.411], [2.068, -5.900, 1.386], [0.421, -2.726, 0.428], [0.048, -1.565, 0.465], [0.567, -6.894, -1.491], [-0.174, -4.531, -1.446], [1.960, -3.932, 2.213], [2.697, -6.299, 2.169]]
}



{
  "formula": "C36H39ClN2O5S2ScSi",
  "method": "ωB97M-V with the def2-TZVPD basis set",
  "homo_energy_ev": -9.954,
  "total_charge": 1,
  "e_above_lowest_kcal_mol": 28.43,
  "elements": ["Sc", "O", "Cl", "O", "O", "O", "C", "Si", "C", "N", "C", "C", "C", "C", "C", "C", "C", "C", "C", "C", "C", "C", "C", "C", "C", "C", "C", "H", "H", "H", "H", "H", "H", "H", "H", "H", "H", "H", "H", "H", "H", "H", "H", "H", "H", "H", "H", "H", "H", "H", "H", "S", "C", "N", "C", "C", "C", "C", "H", "H", "H", "H", "H", "O", "S", "C", "C", "C", "C", "C", "C", "C", "C", "C", "C", "C", "C", "H", "H", "H", "H", "H", "H", "H", "H", "H", "H"],
  "positions_angstrom": [[-0.140, 0.147, 0.144], [-1.900, 0.348, -1.037], [-2.255, -1.053, -0.894], [-3.582, -1.168, -0.492], [-1.982, -1.741, -2.077], [-1.372, -1.535, 0.161], [1.458, 0.121, 1.613], [1.182, 1.692, 2.608], [-0.657, 1.374, 3.113], [-1.498, 1.128, 1.912], [-2.047, 2.421, 1.389], [-3.574, 2.530, 1.470], [-4.084, 2.221, 2.876], [-3.541, 0.865, 3.364], [-2.628, 0.242, 2.301], [1.174, 3.289, 1.560], [1.047, 3.247, 0.174], [1.018, 4.412, -0.577], [1.097, 5.649, 0.046], [1.186, 5.713, 1.427], [1.221, 4.543, 2.167], [2.302, 1.904, 4.120], [3.352, 2.819, 4.157], [4.234, 2.860, 5.223], [4.088, 1.974, 6.278], [3.042, 1.065, 6.266], [2.164, 1.030, 5.198], [1.259, -0.746, 2.264], [2.481, -0.006, 1.259], [-1.094, 2.158, 3.737], [-0.661, 0.458, 3.707], [-1.756, 2.548, 0.333], [-1.614, 3.251, 1.958], [-4.039, 1.854, 0.751], [-3.859, 3.546, 1.194], [-5.174, 2.215, 2.869], [-3.781, 3.019, 3.556], [-4.357, 0.170, 3.560], [-2.994, 0.986, 4.300], [-3.231, 0.017, 1.418], [-2.208, -0.701, 2.666], [0.988, 2.263, -0.337], [0.913, 4.369, -1.650], [1.071, 6.559, -0.535], [1.226, 6.671, 1.925], [1.283, 4.597, 3.245], [3.466, 3.516, 3.339], [5.042, 3.579, 5.231], [4.785, 1.992, 7.103], [2.918, 0.375, 7.089], [1.357, 0.312, 5.202], [3.978, -0.197, -0.750], [4.092, 1.458, -0.697], [4.479, 2.058, 0.473], [4.660, 3.387, 0.608], [4.418, 4.225, -0.435], [4.000, 3.670, -1.667], [3.841, 2.324, -1.793], [4.687, 1.439, 1.247], [4.997, 3.729, 1.573], [4.579, 5.284, -0.335], [3.809, 4.321, -2.506], [3.546, 1.869, -2.724], [0.695, -0.590, -1.509], [0.701, -2.016, -2.075], [2.391, -2.305, -2.665], [3.037, -3.446, -2.217], [4.313, -3.728, -2.678], [4.929, -2.872, -3.575], [4.283, -1.724, -4.003], [3.005, -1.442, -3.557], [0.054, -1.851, -3.746], [-0.273, -3.006, -4.434], [-0.748, -2.899, -5.729], [-0.874, -1.652, -6.320], [-0.562, -0.503, -5.611], [-0.095, -0.598, -4.311], [2.545, -4.095, -1.509], [4.827, -4.608, -2.326], [5.921, -3.094, -3.932], [4.777, -1.049, -4.684], [2.494, -0.552, -3.889], [-0.160, -3.968, -3.958], [-1.016, -3.786, -6.280], [-1.236, -1.571, -7.333], [-0.679, 0.466, -6.073], [0.139, 0.284, -3.726]]
}



{
  "formula": "C36H39F4IN9OW",
  "method": "ωB97M-V with the def2-TZVPD basis set",
  "homo_energy_ev": [-16.300, -16.300],
  "total_charge": 3,
  "e_above_lowest_kcal_mol": 2.22,
  "elements": ["W", "C", "C", "N", "C", "C", "C", "C", "N", "C", "C", "F", "C", "F", "C", "C", "F", "C", "F", "H", "H", "H", "H", "H", "H", "H", "H", "H", "H", "H", "H", "H", "H", "H", "N", "C", "C", "C", "C", "C", "N", "C", "C", "C", "C", "C", "N", "H", "H", "H", "H", "H", "H", "H", "H", "H", "C", "N", "N", "C", "O", "C", "C", "C", "C", "C", "C", "C", "C", "C", "H", "H", "H", "H", "H", "H", "H", "H", "H", "H", "H", "H", "I", "C", "C", "N", "N", "C", "H", "H", "H"],
  "positions_angstrom": [[0.370, 0.797, -0.269], [-3.365, 3.678, -0.175], [-2.735, 2.524, -0.942], [-2.318, 1.286, -0.162], [-3.293, 0.230, -0.619], [-3.320, -1.112, 0.086], [-2.464, 1.479, 1.297], [-1.551, 0.558, 2.057], [-0.112, 0.721, 1.662], [0.786, 0.592, 2.757], [1.937, 1.374, 2.854], [2.235, 2.224, 1.856], [2.815, 1.269, 3.916], [3.888, 2.049, 3.929], [2.591, 0.359, 4.932], [1.477, -0.449, 4.840], [1.232, -1.368, 5.762], [0.593, -0.344, 3.775], [-0.437, -1.196, 3.717], [-3.690, 4.416, -0.909], [-2.675, 4.181, 0.501], [-4.249, 3.375, 0.386], [-1.888, 2.899, -1.503], [-3.458, 2.198, -1.688], [-3.120, 0.084, -1.684], [-4.292, 0.670, -0.531], [-2.355, -1.610, 0.080], [-4.034, -1.739, -0.450], [-3.683, -1.040, 1.110], [-3.496, 1.304, 1.618], [-2.231, 2.507, 1.552], [-1.817, -0.482, 1.901], [-1.641, 0.764, 3.124], [3.273, 0.276, 5.768], [0.485, 3.374, -2.405], [0.351, 3.853, -1.110], [0.493, 5.234, -0.952], [0.357, 5.801, 0.290], [0.066, 4.969, 1.370], [-0.043, 3.625, 1.147], [0.105, 3.035, -0.072], [-0.084, 2.292, -3.049], [-0.310, 2.435, -4.423], [-0.944, 1.438, -5.117], [-1.363, 0.302, -4.422], [-1.080, 0.212, -3.088], [-0.417, 1.172, -2.387], [0.720, 4.114, -3.050], [0.694, 5.849, -1.820], [0.466, 6.869, 0.420], [-0.056, 5.359, 2.370], [-0.225, 2.958, 1.970], [-0.008, 3.349, -4.918], [-1.133, 1.545, -6.177], [-1.893, -0.499, -4.916], [-1.371, -0.658, -2.526], [1.317, -5.519, -1.003], [1.175, -4.111, -1.371], [0.418, -3.246, -0.629], [0.450, -2.039, -1.244], [-0.244, -1.026, -0.748], [1.230, -2.146, -2.385], [1.666, -3.471, -2.435], [2.494, -4.157, -3.461], [0.001, -3.564, 0.712], [-1.328, -3.851, 0.966], [-1.703, -4.190, 2.261], [-0.753, -4.255, 3.269], [0.584, -3.986, 2.995], [0.968, -3.637, 1.711], [0.428, -5.838, -0.466], [2.198, -5.670, -0.382], [1.405, -6.101, -1.916], [1.438, -1.380, -3.112], [2.876, -3.434, -4.176], [1.899, -4.893, -4.007], [3.337, -4.678, -3.007], [-2.052, -3.839, 0.163], [-2.737, -4.427, 2.474], [-1.049, -4.534, 4.271], [1.325, -4.069, 3.779], [2.015, -3.481, 1.469], [5.963, 0.387, -0.354], [3.897, 0.463, -0.347], [3.156, -0.452, 0.438], [1.853, -0.439, 0.553], [1.869, 1.385, -1.050], [3.199, 1.384, -1.092], [3.694, -1.214, 0.996], [1.516, -1.174, 1.175], [3.710, 2.103, -1.728]]
}